[1]
Below is a 2-piece molecular cluster, C2H5BrNO overall, with properties calculated with ωB97M-V/def2-TZVPD.

Calculated values
- spin multiplicity = 1
- energy above the lowest of the compared OMol25 structures with the same formula, charge and spin (kJ/mol) = 99.8
- E_HOMO (eV) = -4.17
- strongest force on any atom (eV/Å) = 6.96
- total charge = -1

```
10
Properties=species:S:1:pos:R:3:forces:R:3:lowdin_charge:R:1
C 0.518 -1.357 0.245 -3.27 5.98 1.43 0.02
C -0.810 -0.043 0.369 3.70 -2.02 -0.59 -0.03
N -0.748 1.134 -0.130 1.80 0.17 -1.86 -0.26
O -1.662 1.971 -0.319 -2.43 0.95 0.73 -0.17
Br 2.372 1.368 -1.041 0.23 0.16 -0.15 -0.49
H 0.123 -1.833 -0.551 -0.81 -2.33 -2.20 0.00
H 0.494 -1.657 1.225 -0.32 -1.81 1.97 0.00
H 1.393 -0.814 0.107 1.56 0.86 -0.85 -0.09
H -1.752 -0.307 0.733 -1.36 -0.59 0.63 0.06
H 0.072 1.538 -0.638 0.89 -1.38 0.89 -0.03
```
Forces are in eV/Å.

***

[2]
Below is one molecule with the formula C3H6N2O, with properties calculated with ωB97M-V/def2-TZVPD.

Calculated values
- spin multiplicity = 1
- energy above the lowest of the compared OMol25 structures with the same formula, charge and spin (kJ/mol) = 130.3
- E_HOMO (eV) = -10.78
- strongest force on any atom (eV/Å) = 1.15
- SMILES string = N#C[C@@H](N)CO

```
12
Properties=species:S:1:pos:R:3:forces:R:3:lowdin_charge:R:1
N 2.502 -0.698 -1.236 -0.93 0.17 0.65 0.15
C 1.568 -0.540 -0.570 0.80 -0.14 -0.59 -0.18
C 0.379 -0.308 0.284 -0.07 -0.11 0.03 -0.38
N 0.373 0.988 0.950 0.16 0.11 -0.09 0.04
C -0.892 -0.429 -0.572 0.24 -0.12 -0.27 -0.25
O -2.057 -0.283 0.189 -0.03 0.23 0.13 -0.05
H 0.366 -1.092 1.051 -0.02 0.10 -0.10 0.15
H 1.260 1.163 1.412 -0.17 -0.05 0.09 0.09
H 0.258 1.729 0.265 0.09 -0.02 -0.05 0.09
H -0.822 0.319 -1.382 -0.08 -0.11 0.12 0.13
H -0.931 -1.418 -1.036 0.04 0.13 0.04 0.13
H -2.003 0.568 0.645 -0.02 -0.20 0.05 0.08
```
Forces are in eV/Å.

***

[3]
Below is C7H15N2 as an isolated structure, with properties calculated with ωB97M-V/def2-TZVPD.

Calculated values
- spin multiplicity = 1
- energy above the lowest of the compared OMol25 structures with the same formula, charge and spin (kJ/mol) = 385.2
- E_HOMO (eV) = -13.98
- strongest force on any atom (eV/Å) = 5.12
- total charge = +1

```
24
Properties=species:S:1:pos:R:3:forces:R:3:lowdin_charge:R:1
C -1.594 0.570 1.641 -2.74 -1.85 -1.98 0.16
C -1.613 -1.402 -1.427 -1.72 -1.56 -1.66 0.06
C -1.275 -0.044 0.516 3.08 2.18 0.57 -0.20
C 1.006 -1.437 1.858 0.30 -2.53 -0.11 -0.08
C 0.173 2.161 -1.492 -2.92 2.59 -3.32 -0.10
C 1.268 -0.932 0.409 -4.31 -0.93 1.74 -0.17
C 0.868 0.928 -1.221 0.87 -4.36 -1.03 -0.26
N -1.803 -0.791 -0.366 -1.53 -0.27 0.37 0.07
N 0.516 0.332 0.109 -0.64 0.81 0.56 -0.06
H -0.966 1.084 2.231 2.45 1.78 1.64 0.05
H -2.615 0.534 2.012 0.04 -0.33 -0.25 0.11
H -0.721 -1.483 -2.041 0.34 0.21 0.28 0.08
H -2.520 -1.949 -1.815 1.11 0.48 0.16 0.12
H -0.019 -1.718 2.199 0.63 0.42 -0.87 0.08
H 1.601 -2.407 1.969 -0.78 1.04 -0.42 0.11
H 1.436 -0.877 2.643 0.44 1.29 0.60 0.06
H -0.893 1.984 -1.904 1.62 0.04 0.42 0.12
H -0.050 2.842 -0.705 0.31 0.14 1.43 0.07
H 0.648 2.888 -2.243 -0.31 -1.57 0.80 0.12
H 0.776 -1.722 -0.233 1.32 0.98 0.20 0.13
H 2.284 -0.789 0.369 2.40 0.20 -0.99 0.10
H 1.948 1.013 -1.168 0.33 0.37 -0.09 0.13
H 0.728 0.038 -1.965 0.02 2.03 0.81 0.14
H 0.817 1.177 0.623 -0.32 -1.16 1.16 0.16
```
Forces are in eV/Å.

***

[4]
Below is an isolated ion of composition C4H11N2OS and charge +1, with properties calculated with ωB97M-V/def2-TZVPD.

Calculated values
- spin multiplicity = 1
- energy above the lowest of the compared OMol25 structures with the same formula, charge and spin (kJ/mol) = 136.4
- E_HOMO (eV) = -12.52
- strongest force on any atom (eV/Å) = 2.59
- SMILES string = [NH3+]CC(=O)NCCS
- total charge = +1

```
19
Properties=species:S:1:pos:R:3:forces:R:3:lowdin_charge:R:1
N -2.800 0.383 1.110 -0.24 -0.21 -2.25 0.21
C -1.736 0.186 0.026 1.70 -0.50 -0.42 -0.03
C -0.539 1.056 0.476 -0.17 1.31 -1.70 -0.47
O -0.622 1.661 1.520 0.21 -0.18 0.21 0.09
N 0.447 1.207 -0.476 -0.46 -1.35 1.35 0.07
C 0.621 0.243 -1.547 -0.28 -0.55 -2.52 -0.28
C 0.956 -1.287 -1.357 -0.98 0.01 -0.04 -0.55
S 1.938 -1.427 0.160 0.34 -0.17 0.07 0.73
H -2.984 -0.489 1.592 -0.22 -0.02 0.32 0.17
H -2.634 1.173 1.760 0.95 -0.38 -0.18 0.17
H -3.599 0.657 0.531 -0.48 -0.31 0.65 0.17
H -1.215 -0.819 -0.029 -1.52 0.51 0.67 0.13
H -2.119 0.353 -1.037 0.25 0.22 1.78 0.16
H 1.284 1.643 -0.121 0.11 0.15 0.05 0.15
H -0.291 0.261 -2.200 0.57 0.08 0.55 0.12
H 1.389 0.615 -2.234 -0.04 0.28 0.49 0.13
H 0.005 -1.847 -1.291 0.35 0.11 0.41 0.05
H 1.363 -1.715 -2.304 0.36 0.72 0.84 0.10
H 2.612 -2.596 0.028 -0.44 0.29 -0.30 -0.12
```
Forces are in eV/Å.

***

[5]
Below is an isolated ion of composition C7H17N2O and charge +1, with properties calculated with ωB97M-V/def2-TZVPD.

Calculated values
- spin multiplicity = 1
- energy above the lowest of the compared OMol25 structures with the same formula, charge and spin (kJ/mol) = 226.0
- E_HOMO (eV) = -13.18
- strongest force on any atom (eV/Å) = 4.60
- SMILES string = CNCCCO/C(C)=[NH+]/C
- total charge = +1

```
27
Properties=species:S:1:pos:R:3:forces:R:3:lowdin_charge:R:1
C 1.405 -2.197 -0.210 0.36 -4.06 2.13 -0.15
N 0.985 -0.882 0.049 1.11 1.10 0.82 -0.15
C 2.157 0.041 -0.149 -1.06 -0.87 -0.16 -0.20
C 1.968 1.476 0.109 -1.43 1.06 0.75 -0.15
C 0.762 2.029 -0.637 -0.75 -1.18 2.19 -0.04
O -0.472 1.913 0.238 0.05 -1.10 0.02 0.06
C -1.281 0.882 0.342 -0.78 -0.67 -1.48 -0.33
C -2.406 0.959 1.296 -1.79 -0.96 -1.07 0.03
N -1.295 -0.163 -0.459 -0.45 1.49 0.34 0.02
C -2.265 -1.225 -0.544 -3.45 1.65 -0.50 -0.03
H 1.859 -2.308 -1.164 0.13 -0.23 -0.96 0.08
H 2.171 -2.566 0.567 -0.62 0.55 -1.10 0.11
H 0.563 -2.980 -0.024 1.13 1.45 -0.81 0.12
H 0.616 -1.001 1.008 0.50 1.28 -0.35 0.15
H 2.419 -0.062 -1.173 0.15 -0.42 -1.12 0.12
H 3.005 -0.245 0.390 1.33 -0.98 1.07 0.11
H 1.961 1.629 1.204 -0.37 0.51 -0.52 0.14
H 2.766 2.068 -0.295 0.92 -0.04 -0.05 0.13
H 0.793 3.068 -0.793 0.07 1.24 -0.20 0.12
H 0.657 1.497 -1.554 -0.54 -0.35 -0.79 0.12
H -2.675 -0.041 1.737 0.70 1.10 -0.20 0.11
H -3.325 1.197 0.662 1.04 0.14 0.97 0.15
H -2.236 1.686 2.033 0.01 1.02 0.96 0.08
H -0.410 -0.457 -0.840 1.03 0.33 -0.36 0.09
H -1.772 -2.166 -0.447 0.04 -0.68 -0.04 0.08
H -3.123 -1.072 0.197 1.50 -0.65 -0.85 0.10
H -2.826 -1.081 -1.545 1.17 -0.70 1.33 0.14
```
Forces are in eV/Å.

***

[6]
Below is one molecule with the formula C2H4OS, with properties calculated with ωB97M-V/def2-TZVPD.

Calculated values
- spin multiplicity = 1
- energy above the lowest of the compared OMol25 structures with the same formula, charge and spin (kJ/mol) = 258.5
- E_HOMO (eV) = -9.76
- strongest force on any atom (eV/Å) = 8.77
- SMILES string = O=CCS

```
8
Properties=species:S:1:pos:R:3:forces:R:3:lowdin_charge:R:1
O 0.698 -1.486 1.746 -1.36 7.79 -3.80 -0.07
C 0.427 -0.335 1.050 1.24 -6.94 3.63 -0.20
C -0.308 -0.464 -0.226 5.62 -0.61 -1.65 -0.63
S -0.314 0.991 -1.153 -0.39 3.72 -1.74 0.68
H 0.666 0.742 1.217 0.54 -0.88 1.10 0.10
H -1.223 -0.800 -0.129 -4.39 -2.45 0.61 0.01
H 0.404 -1.177 -0.962 -2.18 1.56 1.98 0.17
H -1.124 2.061 -0.588 0.93 -2.18 -0.13 -0.07
```
Forces are in eV/Å.

***

Which of these has the lowest E_HOMO? C7H15N2